Record 1
2 unconnected molecules or ions with the total composition C9H9N3O2 in a non-equilibrium geometry, computed with ωB97M-V/def2-TZVPD.

Last column: Mulliken charge in e.
CARTESIAN COORDINATES (ANGSTROEM)
H  2.740  2.945  0.830  0.216
N  2.653  2.077  0.409  -0.694
C  1.591  1.441  0.420  0.094
N  0.317  1.773  0.924  -0.340
N  -0.730  0.738  0.420  0.031
C  -1.871  0.719  1.334  -1.078
C  0.067  -0.359  0.197  0.229
C  -0.382  -1.632  -0.062  -0.451
C  0.552  -2.541  -0.579  -0.618
C  1.853  -2.098  -0.907  -0.467
C  2.331  -0.814  -0.566  -0.322
C  1.373  0.072  -0.053  0.392
H  0.033  2.711  0.687  0.254
H  -1.863  -0.117  1.995  0.280
H  -2.032  1.540  1.972  0.350
H  -2.634  0.712  0.683  0.483
H  -1.377  -1.672  0.035  0.613
H  0.275  -3.555  -0.883  0.359
H  2.531  -2.905  -1.376  0.261
H  3.327  -0.284  -0.709  0.380
O  -1.775  -0.545  4.402  -0.374
C  -0.729  -0.754  3.994  0.751
O  0.296  -0.990  3.539  -0.348

Values from the calculation:
energy above the lowest of the compared OMol25 structures with the same formula, charge and spin	71.5	kcal/mol
highest occupied orbital energy	-0.295	Eh
lowest unoccupied orbital energy	0.53	eV
HOMO-LUMO gap	8.57	eV
SMILES string	[H]/N=c1\[nH]n(C)c2ccccc12.O=C=O
charge	0

***

Record 2
A molecular structure, CH4N2O in a non-equilibrium geometry, computed with ωB97M-V/def2-TZVPD.

Last column: Mulliken charge in e.
CARTESIAN COORDINATES (ANGSTROEM)
C  -1.206  0.327  0.197  -0.523
N  1.334  -0.952  0.197  -0.020
N  0.607  -0.067  -0.301  0.019
O  2.447  -1.068  -0.241  -0.508
H  -1.483  0.598  -0.798  0.295
H  -1.607  -0.527  0.813  0.265
H  -0.960  0.998  0.981  0.270
H  0.867  0.692  -0.848  0.202

Values from the calculation:
energy above the lowest of the compared OMol25 structures with the same formula, charge and spin	128.2	kcal/mol
highest occupied orbital energy	-0.320	Eh
lowest unoccupied orbital energy	0.47	eV
HOMO-LUMO gap	9.18	eV
charge	0

***

Record 3
A molecular structure, C38H53N5O3RbS, computed with ωB97M-V/def2-TZVPD.

Last column: Mulliken charge in e.
CARTESIAN COORDINATES (ANGSTROEM)
Rb  0.300  -0.284  0.131  0.441
N  4.395  0.092  -3.323  -0.484
C  3.189  0.340  -2.689  0.268
S  3.245  0.913  -1.082  -0.435
N  2.165  0.119  -3.506  -1.323
N  0.943  0.156  -2.939  1.275
C  -0.017  0.283  -3.774  -1.340
C  -1.427  0.320  -3.361  1.075
C  -2.419  0.402  -4.342  -0.818
C  -3.745  0.497  -3.965  -0.362
C  -4.062  0.510  -2.615  -0.734
C  -3.016  0.411  -1.708  -0.337
N  -1.739  0.307  -2.059  0.350
H  5.174  0.567  -2.901  0.227
H  4.354  0.107  -4.331  0.234
H  0.198  0.399  -4.836  0.138
H  -2.135  0.397  -5.388  0.382
H  -4.527  0.562  -4.714  0.400
H  -5.084  0.597  -2.273  0.382
H  -3.214  0.414  -0.640  0.382
C  -1.389  5.395  6.183  -1.683
C  -0.254  4.387  5.949  2.124
C  1.094  5.122  6.016  -1.706
C  -0.290  3.352  7.074  -2.167
C  -0.431  3.747  4.576  -0.701
C  -0.569  2.415  4.382  0.092
C  -0.656  1.861  3.059  -1.443
N  -0.655  0.569  2.775  0.102
C  -1.020  -0.436  3.580  -1.313
C  -1.931  -0.307  4.664  0.433
C  -2.410  -1.396  5.327  -1.105
C  -1.974  -2.679  4.878  -0.176
C  -1.116  -2.908  3.837  -0.123
C  -0.489  -1.757  3.196  1.331
O  0.475  -1.831  2.412  -0.914
C  -0.803  -4.365  3.447  2.184
C  0.009  -5.020  4.577  -1.743
C  -0.008  -4.510  2.141  -2.233
C  -2.116  -5.146  3.253  -1.692
C  -3.425  -1.221  6.464  2.154
C  -4.672  -0.486  5.951  -1.696
C  -3.873  -2.560  7.050  -2.237
C  -2.789  -0.395  7.594  -1.466
C  -0.629  2.744  1.875  1.160
O  -0.799  2.274  0.744  -0.530
C  -0.452  4.180  2.126  -0.326
C  -0.391  4.603  3.413  0.076
C  -0.325  5.132  0.937  2.281
C  -1.586  5.065  0.059  -1.607
C  -0.144  6.585  1.382  -2.260
C  0.904  4.732  0.101  -1.739
H  -1.284  5.866  7.166  0.480
H  -2.359  4.893  6.143  0.348
H  -1.388  6.186  5.429  0.294
H  1.227  5.583  7.000  0.448
H  1.166  5.910  5.263  0.321
H  1.917  4.422  5.849  0.365
H  -0.174  3.855  8.038  0.473
H  0.518  2.624  6.973  0.385
H  -1.241  2.812  7.089  0.298
H  -0.511  1.720  5.209  0.936
H  -2.319  0.682  4.882  0.954
H  -2.382  -3.546  5.383  0.267
H  0.945  -4.478  4.733  0.346
H  0.249  -6.056  4.318  0.460
H  -0.546  -5.020  5.519  0.321
H  0.993  -4.094  2.226  0.342
H  -0.497  -4.009  1.305  0.470
H  0.068  -5.577  1.904  0.463
H  -2.726  -5.181  4.158  0.347
H  -1.890  -6.178  2.965  0.472
H  -2.713  -4.694  2.457  0.353
H  -5.141  -1.049  5.140  0.361
H  -4.421  0.506  5.569  0.309
H  -5.402  -0.364  6.757  0.440
H  -4.365  -3.183  6.298  0.419
H  -4.587  -2.382  7.858  0.452
H  -3.030  -3.120  7.465  0.385
H  -2.492  0.593  7.234  0.127
H  -1.894  -0.894  7.975  0.348
H  -3.493  -0.261  8.422  0.475
H  -0.272  5.664  3.596  0.286
H  -2.469  5.371  0.631  0.331
H  -1.745  4.057  -0.319  0.205
H  -1.477  5.749  -0.789  0.457
H  -0.996  6.939  1.970  0.407
H  -0.063  7.218  0.494  0.447
H  0.769  6.721  1.970  0.377
H  0.817  3.715  -0.276  0.441
H  1.815  4.799  0.705  0.301
H  1.010  5.409  -0.753  0.420
C  -0.098  -3.290  -3.552  -1.187
C  0.489  -3.215  -2.163  0.864
C  1.992  -3.173  -2.065  -0.518
O  -0.213  -3.139  -1.177  -0.445
H  0.285  -4.166  -4.081  0.457
H  0.220  -2.402  -4.106  0.203
H  -1.184  -3.321  -3.503  0.271
H  2.459  -3.845  -2.787  0.373
H  2.314  -3.409  -1.053  0.226
H  2.316  -2.154  -2.308  -0.173

Values from the calculation:
highest occupied orbital energy	-0.148	Eh
lowest unoccupied orbital energy	1.51	eV
HOMO-LUMO gap	5.53	eV
charge	-1

***

Record 4
C4H9N3S in the gas phase in a non-equilibrium geometry, computed with ωB97M-V/def2-TZVPD.

Last column: Mulliken charge in e.
CARTESIAN COORDINATES (ANGSTROEM)
N  -1.899  -1.266  -0.827  -0.612
C  -2.029  -0.564  0.379  -0.151
C  -1.707  0.893  0.364  -0.054
N  -1.400  1.512  -0.897  -0.692
C  -0.759  -0.090  1.046  -0.482
N  0.450  -0.452  0.372  -0.124
C  1.604  0.219  0.505  -0.214
S  2.982  -0.114  -0.306  -0.345
H  -2.598  -0.925  -1.483  0.254
H  -2.068  -2.255  -0.710  0.198
H  -2.846  -0.836  1.065  0.308
H  -2.275  1.506  1.030  0.397
H  -0.874  0.902  -1.490  0.266
H  -0.823  2.307  -0.761  0.271
H  -0.779  -0.071  2.121  0.346
H  0.315  -1.148  -0.349  0.322
H  1.512  1.037  1.184  0.312

Values from the calculation:
energy above the lowest of the compared OMol25 structures with the same formula, charge and spin	27.0	kcal/mol
highest occupied orbital energy	-0.303	Eh
lowest unoccupied orbital energy	0.69	eV
HOMO-LUMO gap	8.95	eV
SMILES string	N[C@@H]1[C@H](N)[C@@H]1NC=S
charge	0

***

Record 5
C10H13NOS in the gas phase in a non-equilibrium geometry, computed with ωB97M-V/def2-TZVPD.

Last column: Mulliken charge in e.
CARTESIAN COORDINATES (ANGSTROEM)
C  -3.547  -0.816  1.002  -0.223
C  -2.714  0.151  0.523  -1.201
C  -1.391  -0.337  0.279  -0.243
C  -1.258  -1.661  0.562  0.448
S  -2.727  -2.337  1.150  -0.250
C  0.020  -2.442  0.422  -0.456
C  1.183  -1.458  0.410  -1.047
C  0.971  -0.332  -0.615  0.276
N  2.145  0.548  -0.601  -0.453
C  1.812  1.904  -1.000  -0.537
C  0.896  2.507  0.069  -0.446
O  0.030  1.531  0.636  -0.416
C  -0.278  0.491  -0.291  0.400
H  -4.582  -0.712  1.289  0.445
H  -3.051  1.176  0.374  0.382
H  0.132  -3.187  1.253  0.363
H  -0.006  -3.012  -0.505  0.331
H  2.137  -1.974  0.169  0.324
H  1.317  -0.994  1.389  0.278
H  0.831  -0.810  -1.611  0.141
H  2.887  0.128  -1.187  0.300
H  1.345  1.986  -1.981  0.295
H  2.732  2.507  -1.070  0.361
H  0.292  3.333  -0.347  0.242
H  1.483  2.873  0.897  0.368
H  -0.656  0.937  -1.216  0.318

Values from the calculation:
energy above the lowest of the compared OMol25 structures with the same formula, charge and spin	25.8	kcal/mol
highest occupied orbital energy	-0.318	Eh
lowest unoccupied orbital energy	0.89	eV
HOMO-LUMO gap	9.54	eV
SMILES string	c1cc2c(s1)CC[C@@H]1NCCO[C@H]21
charge	0

***

> Which formula does entry 2 have?

CH4N2O